Record 1
Molecular formula: C22H26N2O4
Method: DFT, wB97M-V/def2-TZVPD

- E_HOMO (eV) = -8.3
- 2S+1 = 1
- ΔE to the lowest compared entry with this formula, charge and spin (eV) = 2.2602
- structure (SMILES) = COc1ccc(CC(=O)N2CCN(C(=O)Cc3ccc(OC)cc3)CC2)cc1

Each line ends with the Mulliken charge.
Geometry (Å):
C -0.76838 -5.88061 -0.51202  -0.86
O -0.27678 -5.11666 0.56213  -0.45
C -1.10816 -4.21714 1.15560  0.89
C -0.56323 -3.49279 2.21821  -0.68
C -1.31821 -2.55155 2.88234  -0.34
C -2.63550 -2.29789 2.50724  0.06
C -3.43171 -1.24589 3.23323  -1.18
C -2.60634 0.01929 3.42122  0.92
O -2.22427 0.37341 4.52053  -0.67
N -2.31184 0.73476 2.30788  0.10
C -2.59729 0.38703 0.93577  -0.76
C -1.29216 0.03917 0.20995  -0.87
N -0.35541 1.14348 0.31054  0.07
C -0.09132 1.86645 -0.81113  0.70
O -0.60473 1.57571 -1.87434  -0.69
C 0.90396 3.01907 -0.72082  -0.49
C 1.93880 2.83511 -1.79881  0.01
C 1.68184 3.22737 -3.10768  -0.35
C 2.61796 3.02637 -4.09805  -0.61
C 3.84168 2.42282 -3.80519  0.89
O 4.70032 2.27725 -4.85492  -0.45
C 5.94381 1.66353 -4.62456  -0.84
C 4.10148 2.02181 -2.50058  -0.58
C 3.15004 2.22623 -1.51476  -0.60
C -0.07378 1.47451 1.68835  -0.59
C -1.38047 1.83835 2.40812  -1.07
C -3.17318 -3.02715 1.45891  -0.46
C -2.42607 -3.97967 0.78468  -0.48
H -1.06717 -5.24638 -1.35296  0.34
H -1.61457 -6.50498 -0.20744  0.34
H 0.05698 -6.52032 -0.82028  0.24
H 0.45785 -3.69206 2.50277  0.43
H -0.88838 -2.00196 3.70700  0.47
H -3.67935 -1.59991 4.23739  0.35
H -4.36364 -1.02682 2.70991  0.41
H -3.28427 -0.45155 0.87502  0.37
H -3.05364 1.25669 0.44713  0.37
H -1.48277 -0.14289 -0.84827  0.45
H -0.84486 -0.85148 0.66403  0.26
H 1.39402 3.08129 0.24685  0.38
H 0.34452 3.94027 -0.89888  0.36
H 0.73493 3.68400 -3.35006  0.37
H 2.42698 3.32765 -5.11577  0.41
H 5.82567 0.63585 -4.26527  0.34
H 6.54741 2.23135 -3.90847  0.33
H 6.44974 1.65049 -5.58880  0.24
H 5.03400 1.54786 -2.23677  0.37
H 3.36615 1.90371 -0.50544  0.33
H 0.62632 2.30185 1.77220  0.52
H 0.36472 0.59377 2.17264  0.18
H -1.19656 2.02768 3.46680  0.50
H -1.82253 2.72749 1.94551  0.29
H -4.19816 -2.86073 1.15676  0.36
H -2.88454 -4.52538 -0.02457  0.40

Record 2
Molecular formula: C22H26N2O8S
Method: DFT, wB97M-V/def2-TZVPD

- E_HOMO (eV) = -8.0
- 2S+1 = 1
- ΔE to the lowest compared entry with this formula, charge and spin (eV) = 0.7474
- structure (SMILES) = COC(=O)[C@H]1CCCN1S(=O)(=O)c1ccccc1NC(=O)c1cc(OC)c(OC)c(OC)c1

Each line ends with the Mulliken charge.
Geometry (Å):
C 6.76141 -0.22124 0.11282  -0.85
O 5.51717 -0.66347 0.64638  -0.21
C 5.05101 -0.02626 1.71574  0.27
O 5.62445 0.86397 2.28333  -0.61
C 3.67298 -0.57341 2.09223  -0.05
C 3.13884 0.02657 3.40442  -0.87
C 1.78806 0.63681 3.02073  -0.50
C 1.98092 0.95342 1.53797  -0.76
N 2.75471 -0.16650 1.03293  0.22
S 1.86914 -1.38580 0.28734  1.00
O 0.47476 -1.30947 0.68348  -0.55
O 2.53522 -2.63091 0.51778  -0.78
C 2.06870 -0.90529 -1.42097  0.08
C 3.34214 -1.11775 -1.91656  -0.72
C 3.65644 -0.74729 -3.21008  -0.88
C 2.67796 -0.15821 -3.99997  -0.62
C 1.40625 0.05962 -3.51154  -0.59
C 1.07345 -0.31037 -2.20286  0.62
N -0.18196 -0.11761 -1.66288  0.28
C -1.30926 0.41456 -2.24294  0.49
O -1.33149 0.89570 -3.35911  -0.70
C -2.50496 0.38715 -1.36520  -0.46
C -3.55921 1.22968 -1.71317  -0.50
C -4.70532 1.26926 -0.94336  0.61
O -5.78465 2.05627 -1.19963  -0.43
C -5.74752 2.88063 -2.33936  -0.93
C -4.82606 0.45838 0.20862  0.76
O -6.00063 0.62566 0.86734  -0.47
C -6.38363 -0.22563 1.92312  -0.77
C -3.76285 -0.39404 0.54877  0.92
O -3.88604 -1.16294 1.67855  -0.50
C -2.85440 -2.06814 1.99948  -0.72
C -2.62380 -0.42923 -0.24676  -1.24
H 6.58874 0.58782 -0.59932  0.31
H 7.40910 0.13611 0.91528  0.41
H 7.20664 -1.07615 -0.39074  0.23
H 3.72488 -1.66526 2.08891  0.67
H 3.83126 0.80200 3.73640  0.34
H 3.04957 -0.72517 4.18491  0.34
H 0.99195 -0.10176 3.12348  0.09
H 1.53997 1.51706 3.60889  0.47
H 2.56479 1.86877 1.40243  0.47
H 1.04714 1.03041 0.98427  0.36
H 4.06482 -1.57918 -1.26314  0.53
H 4.64827 -0.91461 -3.59955  0.42
H 2.90950 0.13472 -5.01303  0.40
H 0.64722 0.51598 -4.12510  0.57
H -0.26777 -0.46833 -0.71314  -0.03
H -3.44338 1.83778 -2.59476  0.57
H -4.93778 3.61491 -2.27974  0.37
H -5.63731 2.29493 -3.25744  0.37
H -6.70447 3.39976 -2.35454  0.23
H -5.73257 -0.11485 2.79238  0.25
H -6.39628 -1.27295 1.61394  0.30
H -7.39474 0.08826 2.18256  0.29
H -3.16464 -2.53158 2.93506  0.30
H -2.74432 -2.84098 1.23260  0.35
H -1.89313 -1.56623 2.14241  0.15
H -1.83931 -1.11555 0.02030  0.71

Record 3
Molecular formula: C22H26N4NiO2
Method: DFT, wB97M-V/def2-TZVPD

- E_HOMO (alpha / beta) (eV) = -0.1 / -4.0
- 2S+1 = 4
- charge = -1

Each line ends with the Mulliken charge.
Geometry (Å):
Ni 0.61689 0.08281 0.12790  1.20
O 2.56126 0.22714 0.60102  -0.94
H 2.64203 1.10017 1.03211  0.07
C -3.27540 0.52507 -2.12108  -1.16
C -2.50874 -0.48685 -1.23662  -0.66
O -1.35658 0.01762 -0.55241  0.09
H -4.02394 -0.03629 -2.68024  0.44
H -2.61444 0.94592 -2.87878  0.17
H -3.76548 1.30057 -1.53243  0.27
H -2.20080 -1.37287 -1.79183  0.12
H -3.23393 -0.78999 -0.48144  0.28
N 0.20596 -1.47667 1.57397  0.49
C 0.96457 -2.64503 1.67756  -0.35
C 0.61519 -3.81547 2.39674  -0.87
C -0.61681 -3.79090 2.99298  -0.32
C -1.50433 -2.70795 2.84707  -0.98
C -1.00541 -1.59881 2.18918  -0.19
H 1.83718 -2.73153 1.04712  0.41
H 1.22760 -4.66039 2.11842  0.30
H -0.96583 -4.69775 3.46436  0.28
H -2.50336 -2.77027 3.25262  0.41
H -1.75727 -0.89408 1.86596  0.25
N 1.04657 -1.68148 -1.37090  0.38
C 2.32860 -1.73869 -1.78660  -0.20
C 2.97912 -2.91100 -2.18647  -0.79
C 2.25915 -4.02777 -2.26126  -0.18
C 0.86159 -3.99019 -2.09437  -0.93
C 0.28663 -2.78349 -1.65986  -0.26
H 2.88880 -0.82214 -1.67480  0.35
H 4.05175 -2.97666 -2.29400  0.37
H 2.78563 -4.95908 -2.40918  0.35
H 0.20068 -4.83381 -2.22813  0.39
H -0.74121 -2.78839 -1.32831  0.39
N 0.73260 1.92928 -1.40651  0.18
C 1.35166 3.04834 -0.94301  -0.17
C 1.50251 4.23005 -1.70658  -0.80
C 0.86782 4.31039 -2.93069  -0.21
C 0.20081 3.21982 -3.44748  -0.68
C 0.04140 2.13550 -2.58512  -0.32
H 1.85890 3.03294 0.01034  0.26
H 2.09350 5.01489 -1.25807  0.39
H 0.81057 5.18580 -3.56059  0.35
H -0.23314 3.13334 -4.43267  0.40
H -0.49127 1.35466 -3.10758  0.37
N -0.10291 1.61074 1.62843  0.48
C 0.67973 1.91175 2.67641  0.05
C 0.29670 2.52418 3.88391  -0.92
C -0.99312 3.02351 3.97173  -0.26
C -1.87839 2.90877 2.84742  -0.78
C -1.37867 2.16017 1.73984  -0.22
H 1.73297 1.67678 2.63335  0.29
H 0.96700 2.65433 4.72067  0.41
H -1.35971 3.60741 4.80303  0.34
H -2.92184 3.18026 2.90990  0.38
H -2.06279 1.93536 0.93495  0.24